Record 1
17
Properties=species:S:1:pos:R:3:mulliken_charge:R:1 method="wB97M-V/def2-TZVPD" largest_force_ev_per_a=1.03 relative_energy_kcal_mol=21.9 total_energy_ha=-849.97163 gap_ev=9.210
Li -3.2200 0.1002 0.6936 0.907
Cl -1.0746 0.1304 -0.2451 -0.860
O 0.1967 -2.2928 2.0151 -0.594
H 0.3017 -2.9702 1.3471 0.307
H -0.2761 -1.5890 1.5709 0.316
O -0.7698 3.3436 0.5493 -0.596
H -0.6527 2.5363 0.0485 0.224
H -0.3030 4.0092 0.0441 0.328
O 2.0880 2.2150 0.2442 -0.576
H 2.3702 2.2121 -0.6705 0.322
H 1.1404 2.0863 0.2034 0.226
O 2.2545 -1.0166 -0.3770 -0.581
H 2.6593 -0.2562 -0.7944 0.283
H 1.3783 -0.7184 -0.1332 0.255
O -2.3921 -2.6334 -1.6427 -0.608
H -1.9504 -1.8303 -1.3668 0.337
H -1.7503 -3.3261 -1.4866 0.309

Record 2
132
Properties=species:S:1:pos:R:3:mulliken_spin:R:1 method="wB97M-V/def2-TZVPD" largest_force_ev_per_a=3.67 relative_energy_kcal_mol=0.0 total_energy_ha=-5294.14576 total_charge=-2 gap_ev="3.498 / 4.852" spin_multiplicity=2
Ti 0.4423 0.5791 0.3565 -0.006
C -2.1730 4.2404 -4.6480 0.000
C -2.0455 2.8830 -3.9999 0.000
C -2.8272 1.8174 -4.7543 0.000
O -0.6831 2.5278 -3.9493 -0.002
C -0.4927 1.7521 -2.7627 0.001
C -1.5391 2.3083 -1.7849 0.002
O -2.4761 2.9924 -2.6480 -0.002
C -2.2677 1.2783 -0.8883 -0.002
O -1.3510 0.7968 0.0190 0.002
C -2.8565 0.1245 -1.7196 -0.008
C -4.1284 0.1955 -2.2595 -0.001
C -4.6716 -0.8579 -2.9794 0.001
C -3.9269 -2.0169 -3.1828 0.000
C -2.6470 -2.0942 -2.6671 0.000
C -2.1183 -1.0397 -1.9378 0.002
C -3.3482 1.9578 -0.0180 0.001
C -3.2604 3.3116 0.3062 0.000
C -4.1199 3.8774 1.2368 0.001
C -5.0825 3.1082 1.8663 0.000
C -5.1764 1.7532 1.5545 0.001
C -4.3119 1.1962 0.6277 -0.001
C 0.9952 1.7733 -2.3524 0.000
O 1.1207 0.8312 -1.3189 0.008
C 1.7576 1.2273 -3.5845 -0.001
C 2.5891 1.9984 -4.3845 -0.001
C 3.2116 1.4436 -5.5035 0.000
C 2.9983 0.1232 -5.8379 0.000
C 2.1647 -0.6567 -5.0449 0.000
C 1.5619 -0.1066 -3.9199 0.001
C 1.5804 3.1272 -1.9400 0.018
C 1.1149 4.3538 -2.3964 -0.002
C 1.7365 5.5396 -2.0090 0.002
C 2.8413 5.5068 -1.1691 -0.001
C 3.3170 4.2811 -0.7160 0.027
C 2.6846 3.1097 -1.0923 -0.075
H -1.7105 4.2227 -5.6369 0.000
H -1.6785 4.9912 -4.0310 0.000
H -3.2271 4.5067 -4.7497 0.000
H -2.5344 1.8326 -5.8069 0.000
H -3.9006 2.0074 -4.6728 0.000
H -2.6248 0.8258 -4.3498 0.000
H -0.7141 0.7047 -2.9815 -0.001
H -1.0509 3.0074 -1.1055 0.016
H -4.7094 1.0998 -2.1152 0.000
H -5.6761 -0.7776 -3.3785 0.000
H -4.3464 -2.8462 -3.7403 0.000
H -2.0483 -2.9860 -2.8198 0.000
H -1.1183 -1.1196 -1.5295 0.001
H -2.5032 3.9332 -0.1484 0.002
H -4.0159 4.9283 1.4818 0.000
H -5.7425 3.5484 2.6042 0.000
H -5.9216 1.1310 2.0387 0.000
H -4.3826 0.1359 0.4135 0.000
H 2.7494 3.0400 -4.1406 0.000
H 3.8649 2.0602 -6.1104 0.000
H 3.4804 -0.3053 -6.7093 0.000
H 1.9879 -1.6967 -5.2979 0.000
H 0.9327 -0.7199 -3.2834 0.000
H 0.2709 4.3969 -3.0655 -0.001
H 1.3461 6.4872 -2.3643 0.000
H 3.3192 6.4281 -0.8550 0.000
H 4.1521 4.2301 -0.0278 0.009
H 3.0352 2.1678 -0.6968 0.018
C -3.5216 -2.6452 1.1006 0.000
N -3.0661 -2.0066 2.3342 0.000
C -4.1719 -1.3958 3.0767 0.000
C -3.5269 -0.2481 3.8362 0.000
N -2.2878 -0.0605 3.1326 -0.005
C -1.5010 1.1233 3.4100 0.023
C -1.9713 -1.1061 2.3174 0.014
N -0.8454 -1.2545 1.7203 0.008
C -0.6563 -2.5307 1.0434 -0.003
C 0.7700 -2.8650 0.6983 0.008
N 1.4542 -1.8472 -0.0910 -0.015
C 2.2571 -2.2835 -0.9793 0.006
N 2.3564 -3.6489 -1.4374 0.000
C 3.0520 -4.5248 -0.4721 0.000
C 3.0185 -3.5516 -2.7438 0.000
C 3.9098 -2.3230 -2.6349 0.002
N 3.1867 -1.5359 -1.6681 -0.001
C 3.7963 -0.3132 -1.1751 -0.024
H -4.5138 -3.0510 1.2966 0.000
H -2.8891 -3.4715 0.7930 0.000
H -3.5957 -1.9411 0.2622 0.000
H -4.6409 -2.1295 3.7335 0.000
H -4.9338 -1.0198 2.3833 0.000
H -3.3446 -0.5027 4.8878 0.000
H -4.1232 0.6678 3.8031 0.000
H -1.2559 1.1748 4.4763 0.001
H -2.0724 2.0113 3.1265 0.002
H -0.5724 1.1556 2.8505 0.014
H -1.2333 -2.5701 0.1132 0.000
H -0.9988 -3.3488 1.6872 0.000
H 0.7182 -3.8196 0.1652 0.001
H 1.3342 -3.0187 1.6172 0.000
H 2.4199 -5.3631 -0.1742 0.000
H 3.3287 -3.9830 0.4320 0.001
H 3.9689 -4.9261 -0.9135 0.000
H 2.2642 -3.3968 -3.5197 0.000
H 3.5606 -4.4680 -2.9687 0.000
H 4.0078 -1.7934 -3.5841 -0.001
H 4.9193 -2.5595 -2.2671 0.000
H 3.8430 0.4346 -1.9699 -0.009
H 4.8122 -0.5342 -0.8285 -0.001
H 3.2301 0.0714 -0.3318 0.032
S 3.8800 1.2859 5.2079 0.148
Sb 3.4768 1.9553 2.9976 0.729
S 0.5105 2.7139 1.1126 0.010
S 2.1822 0.1385 1.9978 0.019
C 4.2860 -2.9390 2.6800 0.005
C 4.3528 -2.2196 4.0248 -0.007
C 3.2202 -2.5911 4.9829 0.005
S 1.5614 -2.5230 4.2578 0.001
O 0.7938 -3.6909 4.8955 0.000
C 0.9418 -0.9789 5.0078 0.006
C -0.0754 -1.2424 6.1125 0.002
C 0.5502 -1.7487 7.4158 -0.001
H 5.2199 -2.8124 2.1249 0.003
H 3.4820 -2.5046 2.0761 0.000
H 4.1074 -4.0161 2.8037 -0.001
H 4.3397 -1.1403 3.8717 0.018
H 5.2929 -2.4566 4.5312 -0.005
H 3.2436 -1.9417 5.8603 -0.007
H 3.2755 -3.6398 5.2885 0.000
H 0.5120 -0.4511 4.1588 -0.008
H 1.7944 -0.3845 5.3490 0.018
H -0.8144 -1.9663 5.7596 0.000
H -0.5958 -0.2975 6.2993 0.001
H 0.9408 -2.7575 7.2727 0.000
H -0.1828 -1.7755 8.2289 0.000
H 1.3725 -1.0944 7.7247 0.000